[1]
This record from the OMol25 dataset describes C37H41InN11PS as an isolated structure in a non-equilibrium geometry. The level of theory is ωB97M-V/def2-TZVPD.

```
! RIJCOSX wB97M-V def2-TZVPD def2/J DEFGRID3
* xyz 4 1
In -0.114 0.282 -1.210
C 4.290 0.366 0.252
C 3.129 0.016 -0.414
N 1.958 0.596 -0.119
C 1.941 1.537 0.845
C 3.131 1.892 1.473
N 4.286 1.309 1.185
C 0.654 2.242 1.127
C 0.342 2.851 2.325
C -0.883 3.518 2.443
C -1.719 3.580 1.321
C -1.323 2.958 0.152
N -0.176 2.283 0.081
C -2.032 2.999 -1.145
C -2.897 4.011 -1.533
N -3.413 4.051 -2.757
C -3.040 3.114 -3.617
C -2.150 2.109 -3.250
N -1.669 2.048 -2.011
C -1.281 4.144 3.718
C -0.351 4.828 4.491
C -0.785 5.435 5.664
N -2.045 5.375 6.085
C -2.932 4.712 5.348
C -2.599 4.084 4.154
H 5.239 -0.101 0.019
H 3.131 -0.725 -1.204
H 3.158 2.688 2.208
H 1.006 2.774 3.176
H -2.655 4.121 1.375
H -3.168 4.820 -0.865
H -3.455 3.159 -4.616
H -1.834 1.347 -3.950
H 0.682 4.930 4.181
H -0.096 5.994 6.285
H -3.948 4.688 5.724
H -3.361 3.551 3.596
C -2.000 -4.015 -3.831
N -0.749 -3.255 -3.958
C 0.358 -3.682 -4.680
C 1.230 -2.667 -4.727
N 0.650 -1.595 -4.034
C -0.566 -1.997 -3.553
S -1.677 -1.091 -2.618
C 1.145 -0.257 -4.167
C 1.673 0.111 -5.390
C 2.163 1.398 -5.557
C 2.101 2.285 -4.493
C 1.551 1.844 -3.312
N 1.081 0.590 -3.132
H -1.767 -5.075 -3.789
H -2.633 -3.824 -4.695
H -2.523 -3.707 -2.930
H 0.424 -4.671 -5.105
H 2.204 -2.604 -5.181
H 1.680 -0.587 -6.214
H 2.576 1.704 -6.511
H 2.466 3.300 -4.580
H 1.475 2.505 -2.456
N 1.614 -6.856 0.504
C 1.962 -5.397 0.291
C 0.907 -4.659 -0.549
N 1.283 -3.270 -0.848
H 2.122 -7.246 1.305
H 1.857 -7.429 -0.308
H 0.615 -6.990 0.688
H 2.936 -5.363 -0.193
H 2.051 -4.940 1.274
H -0.041 -4.649 -0.007
H 0.749 -5.177 -1.496
H 2.027 -3.248 -1.538
H 1.632 -2.810 -0.012
C -1.461 -2.404 0.995
P -1.275 -0.593 1.106
C -2.977 -0.020 1.345
C -0.402 -0.404 2.671
C -1.036 0.075 3.815
C -0.327 0.177 5.005
C 1.008 -0.201 5.062
C 1.644 -0.692 3.926
C 0.943 -0.783 2.733
H -2.064 -2.748 1.836
H -0.476 -2.864 1.046
H -1.946 -2.681 0.057
H -3.496 -0.696 2.026
H -3.496 -0.021 0.385
H -2.992 0.993 1.745
H -2.083 0.352 3.801
H -0.826 0.542 5.894
H 1.551 -0.125 5.996
H 2.677 -1.011 3.977
H 1.437 -1.157 1.840
*
```

Summary:
HOMO-LUMO gap ... 0.2452 Eh
E_HOMO ... -17.0551 eV

Atomic partial charges in e from the Mulliken method, atoms 1 to 5: 1.739, -0.820, -0.427, 0.428, -0.619

***

[2]
This record from the OMol25 dataset describes C37H41N7OPRe as an isolated structure in a non-equilibrium geometry. The level of theory is ωB97M-V/def2-TZVPD.

```
! RIJCOSX wB97M-V def2-TZVPD def2/J DEFGRID3
* xyz 3 4
Re -0.351 0.646 0.083
C -0.053 3.237 0.616
C -0.953 3.450 -0.457
C -2.074 2.606 -0.190
C -1.865 1.969 1.050
C -0.558 2.348 1.590
C -0.246 2.469 3.051
C -3.113 1.512 1.804
C -3.334 2.535 -1.031
C -0.828 4.361 -1.637
C 1.076 4.209 0.767
H -0.227 1.656 3.774
H -0.955 3.234 3.431
H 0.757 2.961 3.170
H -3.688 0.745 1.250
H -3.753 2.379 1.960
H -2.905 1.176 2.810
H -3.898 1.619 -0.891
H -3.193 2.560 -2.072
H -4.022 3.373 -0.858
H -1.540 4.081 -2.449
H 0.179 4.412 -2.080
H -1.036 5.319 -1.202
H 1.968 3.909 1.433
H 0.752 5.148 1.213
H 1.455 4.600 -0.178
N 1.154 -1.820 -1.429
P 1.752 -0.973 -0.069
C 3.339 -0.374 -0.654
C 3.573 -0.108 -1.970
C 4.745 0.407 -2.470
C 5.738 0.712 -1.539
C 5.434 0.550 -0.168
C 4.312 -0.127 0.301
C 2.034 -2.087 1.351
C 1.513 -1.785 2.583
C 1.813 -2.553 3.711
C 2.621 -3.671 3.559
C 3.087 -4.019 2.294
C 2.798 -3.212 1.208
C -0.146 -1.920 -1.779
C -0.528 -2.925 -2.675
C -1.827 -2.927 -3.099
C -2.744 -1.972 -2.615
C -2.252 -0.996 -1.783
N -0.946 -0.918 -1.342
H 1.762 -2.411 -1.939
H 2.746 -0.276 -2.676
H 4.926 0.642 -3.513
H 6.660 1.090 -1.851
H 6.230 0.741 0.520
H 4.048 -0.301 1.324
H 0.873 -0.924 2.729
H 1.307 -2.264 4.600
H 2.983 -4.296 4.354
H 3.624 -4.995 2.200
H 3.339 -3.532 0.261
H 0.189 -3.697 -3.022
H -2.265 -3.641 -3.784
H -3.802 -1.849 -2.811
H -2.897 -0.270 -1.375
N 2.779 3.080 -6.299
C 2.200 2.978 -5.316
C 1.589 2.567 -4.088
C 0.372 1.863 -4.127
C -0.132 1.404 -2.952
N 0.492 1.522 -1.759
C 1.641 2.229 -1.741
C 2.198 2.818 -2.844
H -0.114 1.721 -5.077
H -1.095 0.883 -2.927
H 2.142 2.368 -0.780
H 3.171 3.294 -2.783
C -3.703 -4.220 3.798
N -3.193 -3.229 2.839
C -2.085 -2.355 3.142
C -1.933 -1.650 1.737
O -1.132 -0.708 1.526
N -2.883 -2.077 0.928
C -3.590 -3.045 1.600
N -4.574 -3.631 0.931
H -4.087 -5.102 3.283
H -4.552 -3.785 4.341
H -2.902 -4.596 4.426
H -1.198 -2.791 3.607
H -2.482 -1.552 3.779
H -4.662 -3.489 -0.058
H -5.058 -4.311 1.426
*
```

Summary:
HOMO-LUMO gap (spin up / spin down) ... 0.2593 / 0.2440 Eh
E_HOMO (spin up / spin down) ... -15.7263 / -16.5092 eV

Atomic partial charges in e from the Mulliken method, atoms 1 to 5: 1.281, 0.904, 0.487, 0.646, 0.602

***

[3]
This record from the OMol25 dataset describes C37H41N9O7PbS as an isolated structure in a non-equilibrium geometry. The level of theory is ωB97M-V/def2-TZVPD.

```
! RIJCOSX wB97M-V def2-TZVPD def2/J DEFGRID3
* xyz -2 1
Pb -0.450 -0.381 -1.054
C 0.568 2.632 -4.011
C 0.877 1.404 -4.866
C 0.714 0.053 -4.163
N -0.576 -0.087 -3.504
C -1.666 -0.296 -4.181
C -1.686 -0.523 -5.592
C -2.714 -0.526 -6.511
C -4.070 -0.260 -6.364
C -4.694 -0.010 -5.146
C -4.207 -0.071 -3.860
C -2.912 -0.406 -3.344
N -2.702 -0.740 -2.107
C -3.808 -0.979 -1.198
C -4.181 0.250 -0.367
C -3.120 0.598 0.678
N -1.903 1.137 0.101
C -1.728 2.422 -0.024
C -2.770 3.370 0.197
C -2.751 4.734 0.393
C -1.686 5.624 0.441
C -0.365 5.283 0.187
C 0.192 4.098 -0.245
C -0.370 2.821 -0.518
N 0.294 1.871 -1.126
C 1.616 2.110 -1.693
C 1.599 2.998 -2.944
H -0.408 2.500 -3.536
H 0.460 3.490 -4.683
H 1.901 1.467 -5.251
H 0.212 1.420 -5.735
H 1.486 -0.088 -3.407
H 0.887 -0.751 -4.890
H -0.707 -0.699 -6.018
H -2.391 -0.730 -7.530
H -4.678 -0.231 -7.259
H -5.748 0.252 -5.207
H -4.937 0.150 -3.091
H -3.500 -1.767 -0.503
H -4.687 -1.361 -1.730
H -5.126 0.046 0.148
H -4.345 1.106 -1.029
H -2.852 -0.319 1.214
H -3.530 1.280 1.429
H -3.757 2.929 0.245
H -3.732 5.169 0.566
H -1.900 6.654 0.698
H 0.355 6.087 0.313
H 1.261 4.142 -0.407
H 2.068 1.144 -1.913
H 2.290 2.554 -0.950
H 2.606 2.981 -3.376
H 1.407 4.030 -2.640
N 0.236 -1.351 1.815
N 0.475 -2.734 1.621
C -0.524 -3.576 1.323
N -0.154 -4.776 0.830
N -1.749 -3.111 1.596
N -2.811 -3.912 1.359
O -2.691 -5.126 1.132
O -3.905 -3.392 1.513
H 0.965 -0.968 2.411
H -0.608 -1.238 2.371
H 1.361 -2.931 1.179
H 0.726 -4.805 0.321
H -0.916 -5.380 0.570
O 2.218 -4.173 -0.671
C 3.408 -3.843 -0.115
C 4.051 -4.742 0.734
C 5.260 -4.395 1.311
C 5.842 -3.159 1.051
C 5.195 -2.269 0.208
C 3.980 -2.591 -0.383
C 3.269 -1.602 -1.292
O 3.790 -0.515 -1.535
O 2.116 -2.001 -1.694
H 2.015 -3.318 -1.261
H 3.583 -5.699 0.931
H 5.752 -5.096 1.976
H 6.784 -2.890 1.512
H 5.604 -1.291 -0.013
O 3.978 1.072 9.242
C 2.758 0.469 9.096
O 2.342 -0.186 10.021
C 2.067 0.673 7.816
C 2.490 1.573 6.825
C 1.802 1.720 5.643
C 0.633 0.971 5.356
S -0.218 1.163 3.877
C 0.219 0.072 6.370
C 0.906 -0.067 7.553
H 4.210 1.493 8.407
H 3.364 2.207 6.963
H 2.145 2.426 4.898
H -0.672 -0.517 6.188
H 0.562 -0.763 8.308
*
```

Summary:
HOMO-LUMO gap ... 0.2366 Eh
E_HOMO ... -2.2379 eV

Atomic partial charges in e from the Mulliken method, atoms 1 to 5: 0.527, -0.485, -0.762, -0.290, 0.018

***

Question: Number 3 is which compound?
Answer: C37H41N9O7PbS